1.
A cluster of 3 separate species, C16H33NO12P in total in a non-equilibrium geometry, computed with wB97M-V/def2-TZVPD.

DFT total energy: -52468.5182 eV
gap between HOMO and LUMO: 9.27 eV
HOMO: -12.42 eV
charge: +1
strongest force on any atom: 5.1 eV/A

CARTESIAN COORDINATES (ANGSTROEM)
C (-0.951, -2.982, 1.278)
O (-2.535, -0.457, 1.197)
H (-3.042, -3.218, 0.873)
H (-4.252, 6.223, -0.195)
H (0.622, -0.219, 1.632)
H (7.597, 4.523, -3.462)
H (2.541, 1.817, -4.038)
H (3.139, -1.181, 0.912)
C (6.835, 3.866, -3.051)
C (-4.501, -4.401, -2.339)
C (-3.302, 6.024, 0.292)
H (-0.544, 0.274, 3.984)
C (-2.486, 4.795, 2.087)
C (5.045, 2.589, -3.799)
H (7.324, 3.026, -2.559)
H (-1.201, -2.929, 3.310)
C (2.122, -1.588, 0.860)
O (2.113, 0.085, -0.938)
H (-5.283, -4.529, -1.586)
N (-0.850, -2.276, 2.606)
O (-3.564, 5.137, 1.384)
H (-4.244, -3.351, -2.503)
H (0.665, 1.659, -1.076)
O (4.789, 2.216, -2.680)
H (3.637, 0.419, -4.256)
H (-2.628, 5.560, -0.427)
H (1.113, -2.981, 2.896)
C (0.599, -2.013, 2.943)
H (2.832, 1.155, -5.645)
H (-2.428, -4.408, 2.117)
O (-1.357, 5.157, 1.879)
H (6.232, 4.428, -2.339)
H (-4.862, -4.856, -3.264)
H (-0.945, -2.311, 0.420)
C (3.291, 1.360, -4.682)
O (-2.874, 3.970, 3.069)
C (-1.954, -4.834, -0.005)
H (-1.403, -4.238, -0.747)
C (-3.238, -5.130, -1.901)
H (-1.080, 2.962, 3.332)
H (1.812, -1.981, -1.266)
H (0.498, -1.121, -0.482)
O (-2.429, -5.490, -2.631)
C (-1.812, 3.523, 3.909)
P (-1.980, -0.804, 2.692)
C (1.103, 0.767, -1.558)
O (-1.197, 0.502, 3.301)
C (-2.221, -3.875, 1.184)
O (4.383, 2.248, -4.907)
H (2.223, -2.675, 0.957)
H (-1.256, -5.622, 0.309)
H (-2.244, 2.866, 4.660)
O (6.034, 3.413, -4.144)
C (1.300, -0.983, 2.035)
H (-2.608, 0.506, 1.049)
O (-3.165, -5.357, -0.528)
H (2.006, -0.445, 2.677)
H (-2.887, 6.964, 0.652)
C (1.595, -1.200, -0.528)
O (0.633, 0.425, -2.560)
H (-1.338, 4.363, 4.414)
H (-0.098, -3.668, 1.195)
H (0.675, -1.700, 3.993)

2.
A structure of composition C4H9NO2 in a non-equilibrium geometry, computed with wB97M-V/def2-TZVPD.

relative energy (zero: lowest compared OMol25 entry of this formula, charge and spin): 4.4713 eV
DFT total energy: -9875.5894 eV
gap between HOMO and LUMO: 9.05 eV
HOMO: -8.32 eV
strongest force on any atom: 1.9 eV/A

CARTESIAN COORDINATES (ANGSTROEM)
H (0.802, -0.497, 0.813)
C (-0.484, 0.813, 1.512)
O (0.717, 0.485, 1.586)
C (-1.080, -0.332, -0.072)
H (-1.729, 2.323, 2.238)
H (-0.216, 2.307, 2.860)
H (1.231, 0.359, -1.220)
C (0.097, -1.129, -0.370)
H (-1.298, 0.544, -0.676)
H (2.065, -1.082, -1.437)
H (-2.006, -0.662, 0.406)
H (0.051, -2.183, -0.147)
N (-0.858, 1.859, 2.254)
O (0.553, -1.055, -2.736)
H (1.091, -1.053, -3.536)
C (1.063, -0.698, -1.477)

3.
A cluster of 2 separate species, CIO3 in total in a non-equilibrium geometry, computed with wB97M-V/def2-TZVPD.

relative energy (zero: lowest compared OMol25 entry of this formula, charge and spin): 0.6939 eV
DFT total energy: -15280.5409 eV
gap between HOMO and LUMO: 6.71 eV
HOMO: -3.16 eV
charge: -1
strongest force on any atom: 1.8 eV/A

CARTESIAN COORDINATES (ANGSTROEM)
O (1.248, -1.024, 0.117)
O (-2.056, -0.587, -0.094)
I (2.987, -0.041, -0.028)
O (-0.881, 1.363, 0.068)
C (-1.299, 0.289, -0.064)

4.
The molecule C4H8O2S in a non-equilibrium geometry, computed with wB97M-V/def2-TZVPD.

relative energy (zero: lowest compared OMol25 entry of this formula, charge and spin): 5.5992 eV
DFT total energy: -19202.7990 eV
gap between HOMO and LUMO (alpha / beta): 6.75 / 6.76 eV
HOMO (alpha / beta): -6.77 / -6.77 eV
strongest force on any atom: 4.6 eV/A

CARTESIAN COORDINATES (ANGSTROEM)
S (-2.248, 1.819, 0.055)
H (-2.964, -1.095, -0.443)
H (2.769, 1.621, 0.513)
C (1.319, 0.173, -0.396)
H (2.705, 0.031, 1.099)
H (3.377, 0.414, -0.565)
O (0.192, 0.738, -0.098)
C (2.654, 0.630, 0.162)
H (-1.547, 2.501, 0.877)
C (-1.405, 0.336, 0.243)
H (-1.522, -2.249, 1.074)
O (-1.294, -2.178, 0.160)
H (1.245, -0.815, -0.901)
C (-1.913, -0.952, -0.380)
H (-1.369, -0.972, -1.402)

What did the first record say?
A cluster of 3 separate species, C16H33NO12P in total in a non-equilibrium geometry, computed with wB97M-V/def2-TZVPD.

DFT total energy: -52468.5182 eV
gap between HOMO and LUMO: 9.27 eV
HOMO: -12.42 eV
charge: +1
strongest force on any atom: 5.1 eV/A

CARTESIAN COORDINATES (ANGSTROEM)
C (-0.951, -2.982, 1.278)
O (-2.535, -0.457, 1.197)
H (-3.042, -3.218, 0.873)
H (-4.252, 6.223, -0.195)
H (0.622, -0.219, 1.632)
H (7.597, 4.523, -3.462)
H (2.541, 1.817, -4.038)
H (3.139, -1.181, 0.912)
C (6.835, 3.866, -3.051)
C (-4.501, -4.401, -2.339)
C (-3.302, 6.024, 0.292)
H (-0.544, 0.274, 3.984)
C (-2.486, 4.795, 2.087)
C (5.045, 2.589, -3.799)
H (7.324, 3.026, -2.559)
H (-1.201, -2.929, 3.310)
C (2.122, -1.588, 0.860)
O (2.113, 0.085, -0.938)
H (-5.283, -4.529, -1.586)
N (-0.850, -2.276, 2.606)
O (-3.564, 5.137, 1.384)
H (-4.244, -3.351, -2.503)
H (0.665, 1.659, -1.076)
O (4.789, 2.216, -2.680)
H (3.637, 0.419, -4.256)
H (-2.628, 5.560, -0.427)
H (1.113, -2.981, 2.896)
C (0.599, -2.013, 2.943)
H (2.832, 1.155, -5.645)
H (-2.428, -4.408, 2.117)
O (-1.357, 5.157, 1.879)
H (6.232, 4.428, -2.339)
H (-4.862, -4.856, -3.264)
H (-0.945, -2.311, 0.420)
C (3.291, 1.360, -4.682)
O (-2.874, 3.970, 3.069)
C (-1.954, -4.834, -0.005)
H (-1.403, -4.238, -0.747)
C (-3.238, -5.130, -1.901)
H (-1.080, 2.962, 3.332)
H (1.812, -1.981, -1.266)
H (0.498, -1.121, -0.482)
O (-2.429, -5.490, -2.631)
C (-1.812, 3.523, 3.909)
P (-1.980, -0.804, 2.692)
C (1.103, 0.767, -1.558)
O (-1.197, 0.502, 3.301)
C (-2.221, -3.875, 1.184)
O (4.383, 2.248, -4.907)
H (2.223, -2.675, 0.957)
H (-1.256, -5.622, 0.309)
H (-2.244, 2.866, 4.660)
O (6.034, 3.413, -4.144)
C (1.300, -0.983, 2.035)
H (-2.608, 0.506, 1.049)
O (-3.165, -5.357, -0.528)
H (2.006, -0.445, 2.677)
H (-2.887, 6.964, 0.652)
C (1.595, -1.200, -0.528)
O (0.633, 0.425, -2.560)
H (-1.338, 4.363, 4.414)
H (-0.098, -3.668, 1.195)
H (0.675, -1.700, 3.993)